# C6H7Cl2P

One molecule with the formula C6H7Cl2P in a non-equilibrium geometry (the ωB97M-V functional and the def2-TZVPD basis, OMol25).

LUMO energy (alpha / beta)   -0.961 / -0.894 eV
Kohn-Sham gap (alpha / beta)   7.24 / 7.08 eV
2S+1   1
HOMO level (alpha / beta)   -8.204 / -7.971 eV

XYZ file:
```
16
Properties=species:S:1:pos:R:3:forces:R:3
C 0.2636 -0.8105 -0.3688 2.2533 2.1346 2.1999
C -0.8275 1.2947 -0.9006 -0.5200 -1.1888 1.3403
C 1.6638 -0.6895 -0.1648 -1.9766 1.3522 1.7467
C -0.7027 0.1665 0.2256 -0.4311 -1.1235 -3.2122
C 2.1770 0.1845 0.7396 0.7351 1.5134 1.5567
C -1.9951 -0.6461 0.3916 -1.1062 3.3844 -2.7288
P 0.1180 2.5996 -0.9234 0.7228 1.0034 -0.0635
Cl 2.7198 -1.5665 -1.0514 1.6648 -1.7731 -1.9285
Cl 3.8990 0.5372 0.9861 -1.2585 -0.4840 -0.3251
H 0.0365 -1.2017 -1.2753 -1.1110 -1.6457 -2.4479
H -1.6209 1.1386 -1.6286 0.0291 -0.2403 0.0220
H -0.3241 0.5407 1.1446 -0.1252 0.5128 0.7210
H 1.5836 0.7740 1.4637 0.3949 -0.5927 -0.8045
H -2.3937 -1.1657 -0.5001 0.9043 -0.1239 0.4789
H -2.8026 0.0154 0.6541 -0.4630 0.5063 0.2712
H -1.7945 -1.1712 1.2077 0.2875 -3.2350 3.1736
```
Forces are in eV/Å.

***

# C48H50N10

A 10-piece molecular cluster, C48H50N10 overall in a non-equilibrium geometry (the ωB97M-V functional and the def2-TZVPD basis, OMol25).

LUMO energy (alpha / beta)   2.316 / 2.307 eV
Kohn-Sham gap (alpha / beta)   2.77 / 7.37 eV
2S+1   2
Charge   -1
HOMO level (alpha / beta)   -0.457 / -5.066 eV

XYZ file:
```
108
Properties=species:S:1:pos:R:3:forces:R:3
N -18.9054 -11.5986 15.8298 -1.4386 0.7522 -0.3432
C -19.7235 -11.6189 14.7200 -0.9206 0.3105 -0.3912
C -20.9279 -10.9073 14.9753 1.9578 -1.9095 -0.1221
C -20.8466 -10.5383 16.3369 0.9698 0.4995 -0.2859
C -19.5849 -10.8924 16.7797 -0.4628 0.2562 1.4025
H -17.9740 -11.9790 15.9181 -0.3556 0.1363 -0.1408
H -19.3871 -12.1602 13.8481 -0.1937 0.1799 -0.0821
H -21.7530 -10.8020 14.2864 0.0459 -0.0275 0.0077
H -21.5654 -9.9524 16.8905 0.0724 -0.0947 0.0660
H -19.1779 -10.6641 17.7537 0.2005 -0.2199 -0.0940
N -21.3957 -3.1624 10.5312 1.1139 0.9375 -0.5065
C -20.1136 -3.4891 10.7068 1.5758 -1.3509 1.3166
C -19.6215 -2.7526 11.7770 1.5215 -0.0343 -1.2422
C -20.5372 -1.7182 12.0491 0.3244 -1.2520 0.5323
C -21.6142 -2.0777 11.3030 -3.1835 1.4273 -0.2174
H -21.9036 -3.5395 9.7439 -0.7287 -0.1273 0.5457
H -19.6822 -4.2863 10.1196 0.1137 -0.0614 0.2305
H -18.6475 -2.8516 12.2331 0.0519 -0.0488 -0.1810
H -20.3438 -0.9639 12.7973 -0.6335 0.0537 -0.1395
H -22.6271 -1.7048 11.2676 0.0903 0.4891 0.1702
N -16.9492 -9.8487 12.2474 0.0430 -0.0672 -1.5747
C -16.8644 -9.7743 10.8517 -2.5307 0.1352 1.7760
C -18.0064 -9.4614 10.0811 0.1804 -0.1684 -0.0666
C -19.2506 -9.1755 10.6442 1.0129 0.4311 2.8182
C -19.2846 -9.1724 12.0599 1.2504 -0.6336 -0.3870
C -18.1280 -9.5933 12.8266 -1.2412 1.5042 -2.7110
H -15.9287 -10.0012 10.3625 0.1682 0.0383 0.3012
H -18.0269 -9.3995 9.0031 0.7741 -0.1816 -0.2117
H -20.1057 -8.8088 10.0959 -0.0446 -0.2990 -0.2266
H -20.1613 -8.8257 12.5868 -0.1340 -0.2204 0.0675
H -18.2606 -9.5147 13.8955 0.5683 -0.4709 0.2117
N -24.8600 -9.2530 10.8463 0.3017 1.0259 1.1469
C -25.1406 -10.4225 10.2664 1.0094 -2.1399 -0.9474
C -24.2702 -11.5336 10.2052 -0.6148 0.9159 0.5973
C -23.0328 -11.4534 10.8664 1.0474 0.7163 0.2543
C -22.7094 -10.1950 11.4840 -0.3832 -1.4556 0.0570
C -23.6499 -9.2296 11.5331 -0.3187 0.6587 -0.4169
H -26.0986 -10.5031 9.7742 -0.3120 0.0281 -0.1631
H -24.5208 -12.4879 9.7661 -0.5156 0.0671 -0.2525
H -22.3388 -12.2690 11.0064 -0.1111 -0.2590 -0.2938
H -21.7965 -10.0962 12.0525 0.0722 0.0635 0.0725
H -23.4305 -8.3910 12.1772 -0.3103 0.4888 -0.2209
N -26.9827 -0.1978 13.7139 0.3112 -1.2615 -0.6604
C -26.2521 -1.0970 12.9680 -0.7101 0.0380 2.3926
C -25.8080 -2.3125 13.5115 -1.7388 0.3030 0.5080
C -26.2270 -2.6345 14.8206 1.7565 0.8339 -0.4878
C -26.8532 -1.6568 15.5900 -0.2016 -0.9202 0.5787
C -27.3139 -0.5194 15.0076 1.5453 1.4514 -2.8956
H -25.9517 -0.9105 11.9475 -0.2976 0.7460 -0.0722
H -25.2833 -3.0039 12.8688 0.1932 -0.0714 0.2019
H -25.7858 -3.4980 15.2959 -0.3485 -0.3051 0.0399
H -26.9622 -1.7289 16.6620 -0.1825 -0.5488 0.0670
H -27.7595 0.3158 15.5274 -0.3210 -0.2351 0.2798
N -28.7919 -4.2500 17.9830 -0.8762 0.3636 1.0398
C -28.8026 -5.2467 17.1259 2.2734 -0.7754 -1.0842
C -27.5983 -5.8462 16.6737 0.3557 -0.2059 1.0763
C -26.3467 -5.4877 17.2379 -1.4939 1.4774 0.6122
C -26.3842 -4.4812 18.2327 -1.7410 0.3717 -1.0062
C -27.6555 -3.8939 18.5548 1.9814 -1.2024 -0.4993
H -29.7327 -5.6080 16.7125 -0.2541 0.2541 0.0288
H -27.6299 -6.6728 15.9794 -0.0692 0.0856 -0.2523
H -25.3936 -5.8617 16.8944 -0.1330 -0.3261 -0.1772
H -25.5041 -3.9799 18.6075 0.2130 -0.4137 0.2977
H -27.6808 -3.1667 19.3529 -0.2032 0.3627 -0.0948
N -15.9725 -6.0509 14.8894 0.2367 2.2479 -0.3613
C -16.9381 -6.5472 14.1073 0.6997 1.3314 -1.0173
C -17.2949 -5.9706 12.8518 0.6975 -0.2648 1.0170
C -16.5501 -4.8930 12.3605 -0.8331 -1.8476 0.3304
C -15.5434 -4.4026 13.1611 0.8890 0.8054 1.4248
C -15.3411 -4.8612 14.4783 -1.6892 -3.1783 -1.2590
H -17.4182 -7.4579 14.4339 -0.0075 -0.0322 0.1118
H -18.0630 -6.4651 12.2757 -0.1156 0.1231 -0.1454
H -16.7344 -4.5925 11.3397 0.1631 0.4118 0.0284
H -14.8700 -3.6475 12.7833 -0.0874 0.3197 0.0064
H -14.6112 -4.4686 15.1707 0.0546 0.1043 -0.1411
N -23.1767 -4.8643 9.1749 -0.3181 -0.5369 -0.5238
C -23.6289 -4.1183 8.1487 -0.5876 -1.9356 0.4123
C -24.5049 -4.6781 7.2134 0.1682 0.3583 0.2710
C -24.8990 -6.0130 7.3460 0.5164 -0.2243 -0.2471
C -24.3950 -6.8035 8.3688 0.0432 1.0059 0.6677
C -23.5606 -6.1629 9.2809 0.6302 0.9750 -0.3596
H -23.2607 -3.1034 8.1214 -0.1570 0.2271 -0.2593
H -24.8680 -4.0507 6.4129 -0.0944 -0.1063 -0.1737
H -25.5020 -6.5112 6.6012 -0.3182 0.3088 -0.1324
H -24.6804 -7.8256 8.5696 0.0090 -0.1469 -0.1555
H -23.0931 -6.7043 10.0900 -0.1987 -0.1662 0.2289
N -24.4472 -6.6711 14.3742 1.6353 0.3435 -0.2918
C -24.0314 -5.7074 13.5080 0.9000 -1.3573 -0.9043
C -22.7188 -5.6320 12.9512 -0.1160 -0.9221 1.5493
C -21.7515 -6.5405 13.4356 -1.5613 0.1224 -0.4267
C -22.1933 -7.5662 14.2696 0.1328 0.3487 1.2110
C -23.4981 -7.5767 14.7584 -1.0711 1.5451 -0.9711
H -24.8204 -5.1058 13.0813 -0.0645 0.3041 0.2241
H -22.3623 -4.9206 12.2210 -0.5475 0.3860 -0.0266
H -20.7319 -6.4525 13.0905 0.1187 -0.1452 0.0578
H -21.5132 -8.2622 14.7382 0.2303 -0.2152 -0.3158
H -23.8888 -8.2814 15.4776 0.3940 -0.3897 -0.0105
N -25.4040 -13.0872 14.3649 -0.6484 1.3484 -0.1564
C -26.1396 -12.6526 13.2676 1.2617 -1.1562 2.7712
C -26.6221 -11.3837 13.2286 -0.3538 1.5821 -1.0005
C -26.3093 -10.4318 14.1766 -0.2049 -1.0862 1.7994
C -25.6795 -10.8753 15.3601 0.1641 -0.2337 -1.0754
C -25.2125 -12.2066 15.4012 -0.6693 0.0379 -2.2982
H -26.3608 -13.3999 12.5200 0.1456 0.0354 -0.0996
H -27.2286 -10.9669 12.4381 0.0696 -0.5895 -0.5479
H -26.7503 -9.4568 14.0308 0.3855 0.2650 0.2807
H -25.5250 -10.2062 16.1937 0.1306 0.0315 0.0916
H -24.6010 -12.5599 16.2183 -0.1236 -0.1490 0.1677
```
Forces are in eV/Å.

***

# C4H14NO3

C4H14NO3 as an isolated structure in a non-equilibrium geometry (the ωB97M-V functional and the def2-TZVPD basis, OMol25).

LUMO energy   3.922 eV
Kohn-Sham gap   8.44 eV
2S+1   1
Charge   -1
HOMO level   -4.517 eV

XYZ file:
```
22
Properties=species:S:1:pos:R:3:forces:R:3
C 0.3089 0.6963 1.1709 -0.8971 1.7245 -0.0589
N 0.2218 1.8978 0.1925 0.5911 -2.2798 1.5549
C -1.1376 1.8881 -0.2728 -2.2828 0.2200 -0.3556
O -1.2084 1.2518 -1.4796 -0.1584 -0.0564 -0.4099
C 1.6370 0.0606 1.1965 -0.8548 -1.4580 0.9229
C 1.8293 -0.7721 -0.0173 1.7527 -0.7586 -0.9617
H -0.5293 -0.0492 0.9931 1.0157 0.7385 -0.0361
H 0.2269 1.0287 2.2224 -0.8093 0.5843 -0.4800
H 0.6600 1.6081 -0.7103 0.0733 0.1129 1.1193
H -1.4710 2.9112 -0.4652 -0.1167 0.3751 0.3838
H -1.8800 1.4121 0.4872 1.1640 0.7918 -0.6973
H 2.3661 0.8207 1.5239 0.2075 -0.6603 -0.4114
H 1.4889 -0.7513 1.9581 0.6289 0.9698 0.1938
H 2.0841 -0.2311 -0.9222 0.8497 0.2389 -0.0841
H 0.9190 -1.2384 -0.3646 -0.2304 -0.4217 0.6255
H 2.5648 -1.5733 0.2657 -0.4381 0.5880 -1.0180
H -0.7482 -2.4696 0.5566 -0.0404 0.1253 2.2574
H -0.8647 -1.7694 -0.8045 -1.1231 -3.5353 0.0744
O -0.7097 -2.7891 -0.3144 0.4115 2.1020 -2.1365
H -1.4265 0.1483 -1.4651 -0.1098 0.2066 -0.6187
H -2.6166 -1.0239 -1.9942 -1.4097 -0.2630 -0.1052
O -1.7145 -1.0562 -1.7566 1.7763 0.6554 0.2414
```
Forces are in eV/Å.

***

# C5H7IN5O

An isolated ion of composition C5H7IN5O and charge +1 in a non-equilibrium geometry (the ωB97M-V functional and the def2-TZVPD basis, OMol25).

LUMO energy (alpha / beta)   -3.476 / -6.433 eV
Kohn-Sham gap (alpha / beta)   6.57 / 6.95 eV
2S+1   3
Charge   +1
HOMO level (alpha / beta)   -10.046 / -13.381 eV

XYZ file:
```
19
Properties=species:S:1:pos:R:3:forces:R:3
C -0.0198 -2.8073 0.7618 -3.5449 -5.7829 0.8505
C -2.2737 -2.2199 -0.0848 1.8698 0.1595 0.5926
C -0.1852 1.8337 0.0012 0.2194 -1.8108 -0.2299
C 0.8732 -0.7386 0.4521 -2.2292 0.9567 -0.0519
C 1.7652 0.2675 0.1258 1.3973 0.9087 -0.2760
N -1.1919 -2.4012 0.3704 -0.4838 0.1028 -0.1052
N 0.9535 -1.9724 0.8127 6.6063 4.0575 0.1770
N -1.0619 0.9413 -0.2138 1.5534 -1.2004 -0.7701
N 1.2140 1.5290 -0.0663 -0.3315 -1.0539 0.3476
N -0.5333 3.0467 0.3605 -1.4741 0.0326 -0.1553
O -3.2725 -1.8672 -0.4952 -2.8391 0.4150 -1.0549
I 3.8099 -0.1798 -0.1434 -0.9300 0.4951 0.1401
H 0.1068 -3.8176 1.1500 0.1286 0.3735 -0.1238
H -0.1351 -0.3596 0.3608 -0.4649 -0.2705 -0.1870
H 1.9184 -2.1904 1.0196 0.0644 -1.3881 0.1141
H -1.9571 1.3208 -0.1761 -1.9614 0.5466 0.0957
H 1.8341 2.3044 -0.0378 0.5683 0.5518 -0.0881
H -1.5234 3.1453 0.5136 0.2322 0.6476 0.0662
H 0.0837 3.7460 0.5550 1.6193 2.2591 0.6584
```
Forces are in eV/Å.

***

# C4H4O

One molecule with the formula C4H4O (the ωB97M-V functional and the def2-TZVPD basis, OMol25).

LUMO energy   0.876 eV
Kohn-Sham gap   9.89 eV
2S+1   1
SMILES string   C#CC(=C)O
HOMO level   -9.017 eV

XYZ file:
```
9
Properties=species:S:1:pos:R:3:forces:R:3
C 2.3069 0.2081 -0.1113 -0.4632 -0.1108 -0.0501
C 1.1216 0.0231 -0.2139 0.5320 0.1181 0.0857
C -0.2998 -0.1790 -0.3198 0.0154 0.2148 0.3032
C -1.1706 0.3612 0.5376 0.0664 -0.0543 -0.0788
O -0.6347 -0.9687 -1.3775 -0.1890 -0.0151 -0.0054
H 3.3605 0.3604 -0.0205 -0.2083 -0.0185 -0.0218
H -0.8316 0.9730 1.3637 0.0106 -0.0930 -0.1600
H -2.2392 0.1983 0.4263 0.1295 0.0003 0.0094
H -1.5958 -1.0680 -1.3759 0.1068 -0.0415 -0.0822
```
Forces are in eV/Å.

***

| no. | DFT total energy (a.u.) |
| --- | --- |
| 1 | -1494.3975 |
| 2 | -2406.4650 |
| 3 | -441.2420 |
| 4 | -841.0686 |
| 5 | -229.9619 |